Entry from the OMol25 dataset: a cluster of 21 separate species, H42O21 in total at a distorted geometry (ωB97M-V/def2-TZVPD).

Relative energy (zero: lowest compared OMol25 entry of this formula, charge and spin) (eV): 6.647
LUMO energy (eV): -0.31
Electronic energy (hartree): -1605.1798

Geometry (Å):
O 2.401 2.415 -2.218
H 2.489 3.244 -2.725
H 3.268 2.284 -1.820
O -0.267 0.616 -4.019
H -0.620 1.261 -4.644
H 0.263 0.005 -4.540
O 0.142 -3.615 -0.726
H -0.337 -4.116 -1.414
H -0.409 -2.811 -0.783
O -2.131 -2.827 4.331
H -1.686 -2.037 3.968
H -2.144 -3.312 3.485
O -3.690 0.695 -1.569
H -2.749 0.859 -1.511
H -4.131 1.453 -1.966
O -1.646 2.568 -3.282
H -1.237 1.798 -2.817
H -2.038 2.965 -2.483
O -1.834 -1.910 -1.174
H -1.566 -1.234 -0.537
H -2.716 -1.560 -1.518
O 2.554 -2.906 0.882
H 2.200 -2.800 1.763
H 1.885 -2.876 0.198
O 0.946 4.594 -1.715
H 0.839 5.140 -0.931
H 1.284 3.724 -1.407
O 1.044 -0.557 1.078
H 0.726 -0.326 0.191
H 1.911 -0.126 1.059
O 3.695 -0.501 0.135
H 3.234 -1.426 0.216
H 4.055 -0.532 1.034
O -2.506 4.162 1.480
H -2.174 3.466 0.916
H -2.431 4.959 0.931
O 1.630 -2.556 -2.584
H 2.459 -2.073 -2.720
H 1.237 -2.133 -1.816
O -1.647 -3.753 1.723
H -1.222 -4.602 1.836
H -1.603 -3.431 0.822
O 0.186 2.817 3.199
H 0.587 1.930 3.248
H -0.729 2.749 3.474
O -0.064 3.073 0.637
H 0.570 3.403 1.263
H -0.715 2.424 0.908
O 0.297 0.693 -1.395
H 0.498 1.653 -1.280
H 1.013 0.346 -1.947
O 0.253 0.355 4.040
H 0.509 -0.413 3.511
H 0.562 0.129 4.920
O -1.513 0.700 1.320
H -1.555 1.412 1.981
H -0.714 0.188 1.477
O 1.358 -2.272 3.311
H 1.886 -2.454 4.093
H 0.578 -2.846 3.269
O -0.381 -2.214 -4.082
H 0.589 -2.058 -3.835
H -0.691 -1.802 -3.243